The following is a quantum chemistry calculation of a structure of composition C12H12O in a non-equilibrium geometry, from OMol25.

Geometry as XYZ:
```
25
Properties=species:S:1:pos:R:3:lowdin_charge:R:1
C -1.0527 -2.8708 1.6145 -0.0812
C -0.1710 -2.8727 0.6030 -0.1184
C -1.5111 -1.6097 2.0331 -0.0796
C 0.3539 -1.7359 0.0841 -0.0240
C -1.0919 -0.4599 1.4483 -0.0499
C -0.0997 -0.4826 0.4707 -0.1519
C -0.0860 1.6831 -1.8086 -0.2188
C 1.0201 0.7421 -1.4598 -0.3549
C -0.6585 1.8498 -2.9948 0.0999
C -0.3378 1.8246 -0.3871 -0.1238
C 0.6265 0.7710 -0.0036 -0.3965
C 1.8526 1.2047 0.8431 0.0090
O 1.7756 0.0934 -2.1076 0.1394
H -1.3754 -3.7980 2.0420 0.1022
H 0.1654 -3.8394 0.2452 0.1112
H -2.3864 -1.5912 2.6510 0.0989
H 1.1415 -1.7593 -0.7666 0.1484
H -1.2821 0.4952 1.9085 0.1169
H -1.6816 2.3612 -3.2491 0.1013
H -0.0827 1.7193 -3.9383 0.0804
H -0.1521 2.8039 0.0496 0.1352
H -1.4141 1.7206 -0.2236 0.1335
H 2.2667 2.1248 0.3558 0.0995
H 2.7103 0.4295 0.6863 0.1206
H 1.4706 1.1965 1.9040 0.1025
```

- energy above the lowest of the compared OMol25 structures with the same formula, charge and spin (kcal/mol) = 67.2
- E_tot (hartree) = -539.608082
- 2S+1 = 1
- LUMO level (eV) = 0.18


The following is a quantum chemistry calculation of the ion C10H13N4O with charge +1 in a non-equilibrium geometry, from OMol25.

Geometry as XYZ:
```
28
Properties=species:S:1:pos:R:3:lowdin_charge:R:1
C 3.4136 3.0954 0.9925 0.0420
N 2.3162 2.5224 0.9301 0.0358
N 1.9534 1.2516 1.1000 -0.0792
C 0.7018 0.8078 0.6318 -0.0040
C 0.6081 -0.4685 1.1632 -0.1615
C -0.2831 -1.4711 0.6425 -0.0896
C 0.0620 -2.8307 1.0437 -0.0009
C -1.1379 -1.0834 -0.3568 -0.1465
C -2.1107 -2.1631 -0.7994 -0.0014
C -1.1069 0.2152 -0.9684 -0.0825
C -1.9739 0.4294 -2.0751 0.0001
C -0.2952 1.2884 -0.3370 -0.2120
O 0.2351 2.3940 -1.1220 0.0045
N 1.6967 -0.6790 1.9600 0.1021
N 2.4296 0.3651 1.9534 0.1011
H 3.3349 4.1206 0.7898 0.0651
H 4.4401 2.8150 1.3443 0.1134
H -0.1378 -3.5205 0.2069 0.1144
H 1.0588 -3.0073 1.5083 0.1199
H -0.6086 -3.2114 1.7356 0.0908
H -1.9837 -2.8970 -0.0132 0.0716
H -3.1033 -1.7811 -0.8770 0.0809
H -1.8401 -2.5100 -1.8184 0.1211
H -1.9526 1.5370 -2.3523 0.1372
H -1.6735 -0.1642 -2.9465 0.1353
H -2.9704 0.0869 -1.8284 0.1022
H -1.1577 1.5522 0.2176 0.1899
H 0.0849 3.3064 -0.7255 0.1503
```

- energy above the lowest of the compared OMol25 structures with the same formula, charge and spin (kcal/mol) = 106.0
- E_tot (hartree) = -682.700772
- total charge = +1
- structure (SMILES) = C=N[N+]1=C2C(=C(C)C(C)=C(C)[C@@H]2O)N=N1
- 2S+1 = 1
- LUMO level (eV) = -5.52


The following is a quantum chemistry calculation of a cluster of 3 separate species, C2H8O4 in total in a non-equilibrium geometry, from OMol25.

Geometry as XYZ:
```
14
Properties=species:S:1:pos:R:3:lowdin_charge:R:1
O -1.2893 0.6744 -0.3064 0.0737
C -0.0116 0.0920 0.0062 -0.3930
O 0.7589 -0.0689 -1.1487 0.1113
C 0.7048 1.1165 0.9725 0.0035
H -0.0832 -0.8044 0.5522 0.1502
H 1.7563 0.9397 1.0379 0.0702
H 0.3495 0.9424 2.0435 0.1020
H 0.4496 2.1462 0.6179 0.1073
H -1.9265 -1.1348 -3.0069 -0.0490
H 0.1215 -0.2906 -1.8855 0.0652
O -1.3756 -0.5244 -2.5988 -0.2012
H 1.0654 -2.1408 2.6288 0.0054
H -1.5917 0.2806 -1.1885 0.0590
O 1.0719 -1.2278 2.2758 -0.1046
```

- energy above the lowest of the compared OMol25 structures with the same formula, charge and spin (kcal/mol) = 223.6
- E_tot (hartree) = -381.641668
- 2S+1 = 1
- LUMO level (eV) = -5.82


The following is a quantum chemistry calculation of a cluster of 2 separate species, C4H9FO2S in total in a non-equilibrium geometry, from OMol25.

Geometry as XYZ:
```
17
Properties=species:S:1:pos:R:3:lowdin_charge:R:1
C 0.3621 -0.6784 -1.3338 -0.0976
C 1.0290 1.3139 0.0442 -0.0644
C 0.4044 -0.8125 1.2539 -0.0599
C 0.2648 0.0119 -0.0295 -0.6264
O -2.2424 0.8851 -1.1681 -0.2581
O -2.0253 1.1964 1.2511 -0.2772
F -2.1681 -1.7665 0.2835 -0.4404
S -1.6446 0.4653 0.0555 0.9262
H 0.2833 -0.0600 -2.2213 0.0864
H 1.3137 -1.1602 -1.4155 0.0935
H -0.4436 -1.5042 -1.3893 0.1206
H 2.0828 1.1686 0.2572 0.0892
H 0.7518 1.8575 0.9941 0.1103
H 0.8113 1.8186 -0.9977 0.1365
H -0.3144 -0.1821 1.7538 0.0456
H 0.0925 -1.8395 0.9687 0.0970
H 1.4426 -0.7140 1.6933 0.1188
```

- energy above the lowest of the compared OMol25 structures with the same formula, charge and spin (kcal/mol) = 53.8
- E_tot (hartree) = -806.224104
- 2S+1 = 1
- LUMO level (spin up / spin down) (eV) = -1.81 / -1.81


> Which formula does entry 3 have?

C2H8O4